1.
Here is a structure of composition C21H30F5NO2P2W from the Open Molecules 2025 dataset. Energies are from ωB97M-V/def2-TZVPD.

The geometry in XYZ format:
```
62
Properties=species:S:1:pos:R:3
W -0.376 -0.517 -1.724
P 1.840 -0.040 -1.932
P -1.633 0.793 -0.352
N -0.987 -0.172 -3.384
H 0.412 -0.331 -0.190
C 2.562 -1.692 -1.650
H 3.647 -1.659 -1.841
H 2.109 -2.431 -2.325
H 2.395 -2.021 -0.617
C 2.768 1.129 -0.928
H 3.838 0.840 -0.906
H 2.372 1.145 0.108
H 2.662 2.137 -1.358
C 2.315 0.440 -3.628
H 3.382 0.232 -3.796
H 2.137 1.514 -3.766
H 1.723 -0.104 -4.370
C -2.422 -0.644 0.462
H -3.447 -0.321 0.707
H -1.892 -0.880 1.400
H -2.453 -1.524 -0.198
C -1.159 1.849 1.028
H -2.039 2.071 1.649
H -0.729 2.778 0.631
H -0.404 1.334 1.638
C -2.994 1.652 -1.179
H -3.810 1.800 -0.452
H -3.375 1.076 -2.034
H -2.644 2.630 -1.543
C -1.471 0.122 -4.625
C -2.480 -0.612 -6.721
C -1.942 -0.924 -5.477
C -1.573 1.473 -5.057
C -2.107 1.767 -6.310
C -2.555 0.724 -7.140
H -2.837 -1.421 -7.375
H -1.866 -1.947 -5.101
H -1.226 2.258 -4.375
H -2.169 2.807 -6.644
H -2.984 0.959 -8.116
C 2.194 0.031 2.631
O 1.815 0.986 1.936
C 2.173 -1.388 2.143
H 2.558 -2.068 2.911
H 2.806 -1.493 1.252
H 1.138 -1.676 1.923
C 2.743 0.277 4.013
H 2.263 -0.393 4.737
H 2.557 1.325 4.283
H 3.827 0.077 4.021
F 0.239 -1.399 8.245
C -0.099 -1.205 6.961
C -0.313 0.098 6.496
F -0.230 1.124 7.370
C -0.603 0.319 5.174
F -0.719 1.572 4.687
C -0.676 -0.775 4.241
O -0.714 -0.590 3.001
C -0.571 -2.102 4.795
F -0.722 -3.164 3.982
C -0.234 -2.300 6.108
F -0.020 -3.546 6.581
```

As for the expectation value of S²: 2.0546. The calculation puts the energy above the lowest of the compared OMol25 structures with the same formula, charge and spin at 285.1 kJ/mol. As for the HOMO-LUMO gap (alpha / beta): 4.64 / 2.31 eV. Its spin multiplicity is 3. The calculation puts the energy at -61833.136 eV.

=====

2.
Here is a structure of composition C40H65GeN2P2Si5W from the Open Molecules 2025 dataset. Energies are from ωB97M-V/def2-TZVPD.

The geometry in XYZ format:
```
116
Properties=species:S:1:pos:R:3
W -0.857 0.462 0.341
C -3.304 -1.288 -2.621
Si -2.660 -2.128 -1.106
C -3.742 -1.875 0.384
C -2.363 -3.936 -1.341
N -1.077 -1.211 -0.675
P 0.540 -1.305 -1.136
C 0.856 0.368 -0.591
P 0.633 1.936 -1.499
N -0.874 2.088 -0.810
Si -2.465 2.931 -1.151
C -2.772 3.104 -2.955
C -3.643 1.715 -0.350
C -2.410 4.572 -0.282
C 0.592 1.904 -3.256
C -0.420 1.210 -3.933
C -0.440 1.208 -5.312
C 0.548 1.895 -6.022
C 1.557 2.578 -5.354
C 1.586 2.586 -3.968
C 1.798 3.135 -0.934
C 1.406 4.477 -0.925
C 2.321 5.450 -0.558
C 3.624 5.087 -0.226
C 4.019 3.753 -0.262
C 3.106 2.771 -0.614
C 1.422 -2.562 -0.250
C 2.823 -2.521 -0.263
C 3.544 -3.635 0.128
C 2.876 -4.805 0.495
C 1.487 -4.853 0.495
C 0.759 -3.735 0.120
C 0.876 -1.498 -2.862
C 0.106 -2.332 -3.674
C 0.508 -2.580 -4.976
C 1.683 -2.014 -5.460
C 2.463 -1.198 -4.644
C 2.064 -0.940 -3.345
H -4.353 -1.574 -2.754
H -3.283 -0.198 -2.536
H -2.775 -1.572 -3.534
H -4.620 -1.261 0.166
H -4.101 -2.849 0.730
H -3.206 -1.424 1.219
H -3.287 -4.304 -1.810
H -1.541 -4.241 -1.990
H -2.284 -4.470 -0.391
H -3.022 2.169 -3.454
H -3.651 3.758 -3.038
H -1.961 3.593 -3.499
H -3.345 0.660 -0.474
H -3.832 1.900 0.706
H -4.617 1.766 -0.850
H -2.572 5.380 -1.001
H -3.199 4.662 0.471
H -1.454 4.762 0.211
H -1.192 0.684 -3.384
H -1.225 0.685 -5.844
H 0.521 1.901 -7.105
H 2.313 3.116 -5.911
H 2.366 3.131 -3.452
H 0.401 4.768 -1.214
H 2.029 6.493 -0.547
H 4.340 5.852 0.048
H 5.043 3.485 -0.031
H 3.418 1.734 -0.668
H 3.352 -1.635 -0.600
H 4.626 -3.608 0.122
H 3.447 -5.685 0.765
H 0.976 -5.769 0.770
H -0.318 -3.780 0.076
H -0.796 -2.798 -3.299
H -0.083 -3.228 -5.610
H 2.000 -2.218 -6.475
H 3.382 -0.769 -5.023
H 2.679 -0.304 -2.716
C 3.519 -0.120 1.882
Si 2.279 0.587 3.041
C 1.946 2.387 2.779
C 2.576 0.077 4.791
Ge 0.084 -0.785 2.439
Si -0.237 -2.956 3.708
C 1.475 -3.644 3.662
C -0.764 -2.446 5.402
C -1.569 -3.921 2.871
Si -1.926 0.865 3.144
C -1.043 0.950 4.764
C -3.621 0.177 3.256
C -1.742 2.540 2.342
H 4.478 0.342 2.156
H 3.321 0.135 0.841
H 3.637 -1.200 1.988
H 2.926 2.862 2.628
H 1.500 2.860 3.656
H 1.354 2.619 1.894
H 3.394 0.729 5.139
H 2.943 -0.951 4.862
H 1.750 0.222 5.487
H 2.072 -3.270 4.498
H 1.996 -3.439 2.727
H 1.410 -4.732 3.768
H -0.043 -1.808 5.914
H -0.805 -3.381 5.978
H -1.765 -2.012 5.441
H -1.322 -4.234 1.860
H -2.514 -3.373 2.864
H -1.728 -4.830 3.464
H -0.972 0.034 5.345
H -1.759 1.601 5.295
H -0.095 1.479 4.735
H -3.634 -0.893 3.476
H -4.230 0.370 2.373
H -4.103 0.688 4.101
H -1.220 3.123 3.110
H -2.735 2.971 2.203
H -1.179 2.747 1.434
```

As for the expectation value of S²: 0.9824. Its total charge is +4. As for the HOMO-LUMO gap (alpha / beta): 5.70 / 5.51 eV. Its spin multiplicity is 2. The calculation puts the energy at -161788.923 eV.

=====

3.
Here is a cluster of 2 separate species, C5H12O2 in total from the Open Molecules 2025 dataset. Energies are from ωB97M-V/def2-TZVPD.

The geometry in XYZ format:
```
19
Properties=species:S:1:pos:R:3
C 2.298 0.497 -0.792
O 0.887 0.495 -0.858
C 0.303 -0.641 -0.231
C -1.211 -0.559 -0.321
C -1.874 -1.775 0.320
C -0.375 2.619 1.187
O -0.413 2.723 -0.111
H 2.714 -0.375 -1.315
H 2.646 1.409 -1.281
H 2.648 0.490 0.251
H 0.658 -1.548 -0.742
H 0.637 -0.693 0.819
H -1.497 -0.471 -1.376
H -2.963 -1.708 0.242
H -1.622 -1.848 1.384
H -1.558 -2.705 -0.167
H -1.555 0.352 0.175
H 0.286 1.718 1.383
H 0.093 2.011 -0.587
```

The calculation puts the energy above the lowest of the compared OMol25 structures with the same formula, charge and spin at 386.7 kJ/mol. As for the HOMO-LUMO gap: 9.13 eV. The calculation puts the energy at -9471.128 eV.

=====

4.
Here is a cluster of 2 separate species, C15H33N3O2 in total from the Open Molecules 2025 dataset. Energies are from ωB97M-V/def2-TZVPD.

The geometry in XYZ format:
```
53
Properties=species:S:1:pos:R:3
C 1.223 -4.038 2.975
C -0.382 -4.010 2.810
O -1.016 -3.763 3.874
N -1.040 -4.299 1.552
C -0.337 -3.714 0.376
C -2.501 -3.998 1.581
C -2.887 -2.457 1.768
C -3.166 -1.646 0.411
C -2.471 -0.194 0.484
C -0.954 -0.184 -0.061
C -0.947 -0.548 -1.612
N 0.411 -0.458 -2.265
C 1.513 -0.149 -1.269
C 2.842 0.058 -2.161
C 1.140 1.122 -0.383
N -0.293 1.157 0.095
H 1.582 -3.357 3.806
H 1.772 -3.746 2.027
H 1.507 -5.106 3.259
H 0.218 -4.584 -0.140
H 0.449 -2.934 0.623
H -1.024 -3.278 -0.415
H -2.958 -4.690 2.367
H -2.935 -4.357 0.577
H -3.875 -2.448 2.358
H -2.150 -1.887 2.441
H -2.925 -2.219 -0.543
H -4.296 -1.436 0.365
H -2.393 0.108 1.592
H -3.077 0.628 -0.019
H -0.379 -0.905 0.606
H -1.349 -1.599 -1.839
H -1.631 0.187 -2.147
H 0.649 -1.380 -2.658
H 0.389 0.289 -2.987
H 1.687 -1.025 -0.566
H 3.781 0.189 -1.542
H 2.939 -0.898 -2.797
H 2.649 0.921 -2.886
H 1.343 2.060 -1.035
H 1.884 1.182 0.492
H -0.198 1.257 1.123
C 2.564 6.647 -1.406
C 1.408 5.630 -1.452
C 0.660 5.661 -0.104
O 1.933 4.404 -1.614
H 3.281 6.424 -0.608
H 3.111 6.671 -2.354
H 2.180 7.661 -1.225
H 0.692 6.020 -2.204
H 1.312 5.404 0.738
H -0.185 4.963 -0.102
H 0.254 6.664 0.091
```

The calculation puts the energy above the lowest of the compared OMol25 structures with the same formula, charge and spin at 0.0 kJ/mol. As for the HOMO-LUMO gap: 3.85 eV. The calculation puts the energy at -24649.187 eV.

=====

5.
Here is a structure of composition C35H51BiGe2N10O2 from the Open Molecules 2025 dataset. Energies are from ωB97M-V/def2-TZVPD.

The geometry in XYZ format:
```
101
Properties=species:S:1:pos:R:3
Bi 0.231 0.193 0.220
C 3.486 1.531 -2.488
C 2.422 0.507 -2.251
O 2.353 -0.064 -1.186
C 1.420 0.274 -3.377
C 0.473 -0.893 -3.134
C 0.352 -1.983 -4.165
N -0.185 -0.925 -2.040
N -1.033 -2.013 -1.835
C -0.807 -2.552 -0.675
O 0.117 -2.157 0.137
C -1.754 -3.607 -0.205
C -2.809 -4.040 -1.007
C -3.720 -4.961 -0.516
C -3.589 -5.453 0.778
C -2.541 -5.025 1.579
C -1.623 -4.105 1.089
H 3.668 2.068 -1.558
H 3.232 2.210 -3.300
H 4.407 1.010 -2.761
H 0.816 1.191 -3.314
H 0.509 -1.601 -5.171
H -0.621 -2.457 -4.080
H 1.109 -2.751 -3.983
H -2.906 -3.640 -2.007
H -4.535 -5.298 -1.143
H -4.301 -6.175 1.156
H -2.431 -5.415 2.583
H -0.796 -3.762 1.698
C -3.107 3.443 4.061
N -1.781 2.971 3.668
C -0.780 4.035 3.625
C -1.612 1.940 2.788
N -0.745 1.922 1.856
N -2.445 0.842 3.013
C -2.593 -0.294 2.235
N -3.583 -1.119 2.684
N -1.835 -0.587 1.235
H -3.083 3.770 5.100
H -3.861 2.668 3.954
H -3.408 4.287 3.433
H -0.869 4.624 4.536
H -0.923 4.701 2.759
H 0.222 3.606 3.591
H -0.354 2.845 1.702
H -2.882 0.797 3.919
H -4.385 -0.711 3.135
H -3.769 -1.949 2.141
H -2.096 -1.481 0.833
N 3.084 2.215 1.079
H 3.084 1.202 1.120
H 3.124 2.550 2.036
H 2.191 2.526 0.704
C -3.855 3.492 -2.783
Ge -3.018 2.150 -1.610
C -3.504 0.412 -2.385
C -3.995 2.140 0.117
Ge -0.581 2.560 -1.352
C 2.123 0.245 -4.715
C 1.719 1.071 -5.751
C 2.364 1.022 -6.980
C 3.421 0.146 -7.179
C 3.835 -0.684 -6.146
C 3.187 -0.634 -4.921
C -0.565 4.283 -0.336
C -1.711 5.010 0.006
C -1.625 6.269 0.587
C -0.383 6.833 0.854
C 0.769 6.128 0.535
C 0.672 4.874 -0.057
H -4.922 3.281 -2.867
H -3.414 3.430 -3.778
H -3.730 4.513 -2.423
H -4.591 0.403 -2.492
H -3.212 -0.429 -1.756
H -3.063 0.256 -3.371
H -5.060 2.287 -0.070
H -3.651 2.900 0.822
H -3.859 1.155 0.569
H 0.893 1.757 -5.598
H 2.041 1.671 -7.782
H 3.923 0.110 -8.137
H 4.659 -1.369 -6.295
H 3.508 -1.291 -4.119
H -2.694 4.614 -0.218
H -2.531 6.818 0.814
H -0.316 7.818 1.298
H 1.744 6.561 0.721
H 1.589 4.370 -0.353
C 3.136 -2.284 1.355
C 2.574 -1.485 2.476
N 1.625 -0.575 2.394
C 1.438 -0.081 3.669
C 2.284 -0.702 4.529
N 2.999 -1.589 3.757
H 2.469 -2.230 0.498
H 3.238 -3.331 1.642
H 4.120 -1.910 1.067
H 0.711 0.687 3.873
H 2.439 -0.605 5.589
H 3.715 -2.216 4.082
```

As for the expectation value of S²: 0.7623. Its total charge is +1. The calculation puts the energy above the lowest of the compared OMol25 structures with the same formula, charge and spin at 134.1 kJ/mol. As for the HOMO-LUMO gap (alpha / beta): 6.43 / 6.24 eV. Its spin multiplicity is 2. The calculation puts the energy at -174985.843 eV.